A structure of composition C33H43BIrN8S3Se. Source: the Open Molecules 2025 dataset; level of theory: ωB97M-V/def2-TZVPD.

Geometry as XYZ:
```
90
Properties=species:S:1:pos:R:3:forces:R:3
Ir 0.208 -2.146 2.291 0.03 -0.08 0.07
C 4.598 0.769 1.831 0.00 0.00 0.01
C 3.213 1.050 1.339 0.01 0.01 0.00
C 2.836 2.292 0.875 0.00 0.01 -0.01
C 1.527 2.547 0.416 0.01 0.00 0.00
N 0.627 1.571 0.379 0.04 -0.05 0.03
N 0.984 0.382 0.821 -0.07 0.04 -0.05
B -0.004 -0.808 0.629 -0.02 0.02 -0.08
N 0.394 -1.566 -0.705 0.01 -0.04 0.03
N 0.942 -0.845 -1.627 0.02 0.00 -0.07
C 1.149 -1.380 -2.852 0.00 0.04 0.05
C 0.692 -2.674 -3.135 0.00 -0.03 -0.03
C 0.129 -3.466 -2.157 0.01 0.00 0.01
C -0.315 -4.866 -2.409 -0.01 0.00 -0.01
C 0.028 -2.868 -0.868 -0.01 0.02 -0.04
S -0.515 -3.716 0.497 0.02 0.06 0.00
C 1.875 -0.539 -3.863 -0.01 -0.05 -0.01
C 1.002 -0.413 -5.129 0.00 0.02 0.00
C 3.186 -1.280 -4.215 0.00 0.01 0.01
C 2.193 0.851 -3.315 0.00 0.01 0.00
N -1.454 -0.299 0.428 0.00 -0.03 0.07
N -1.746 0.187 -0.776 0.00 0.02 -0.01
C -2.936 0.724 -0.956 -0.01 -0.03 -0.03
C -3.855 0.809 0.119 0.00 0.02 -0.01
C -3.571 0.277 1.350 0.02 -0.02 0.01
C -4.525 0.291 2.501 -0.01 0.00 0.01
C -2.301 -0.325 1.451 -0.01 -0.01 0.02
S -1.770 -1.198 2.869 -0.01 0.06 -0.03
C -3.303 1.220 -2.339 -0.02 0.01 0.03
C -3.629 2.721 -2.255 0.00 0.00 -0.01
C -4.547 0.443 -2.806 0.00 0.00 -0.01
C -2.158 0.994 -3.323 0.01 0.00 0.00
C 2.190 0.090 1.317 0.01 -0.03 0.04
S 2.365 -1.572 1.850 -0.04 0.02 0.02
C 1.112 3.924 -0.051 0.02 0.00 0.02
C -0.318 3.914 -0.585 -0.01 0.00 0.00
C 2.075 4.378 -1.161 0.01 0.01 -0.02
C 1.217 4.877 1.154 -0.01 0.00 -0.01
H 4.897 1.521 2.562 0.00 0.00 -0.01
H 5.303 0.828 1.000 0.00 0.00 0.00
H 4.694 -0.213 2.290 0.00 0.00 0.00
H 3.560 3.098 0.872 -0.01 -0.01 0.00
H 0.811 -3.069 -4.136 0.00 0.00 0.01
H -0.188 -5.126 -3.458 0.00 0.00 0.01
H -1.367 -4.993 -2.144 0.01 -0.01 0.00
H 0.264 -5.572 -1.810 0.00 0.00 -0.01
H 0.783 -1.378 -5.588 0.01 0.00 0.01
H 1.550 0.174 -5.865 -0.01 0.00 0.00
H 0.063 0.099 -4.916 0.01 -0.01 0.00
H 3.001 -2.261 -4.654 0.00 0.01 0.00
H 3.826 -1.400 -3.339 -0.01 0.00 -0.01
H 3.728 -0.687 -4.951 0.00 0.00 0.00
H 1.286 1.392 -3.039 0.01 -0.01 0.00
H 2.708 1.420 -4.088 0.00 0.00 0.00
H 2.849 0.801 -2.443 0.00 0.00 -0.01
H -4.815 1.282 -0.047 0.00 0.01 0.00
H -5.416 0.863 2.255 0.00 0.00 0.00
H -4.065 0.736 3.386 0.00 0.00 0.00
H -4.836 -0.725 2.758 0.00 0.01 0.00
H -4.464 2.930 -1.584 0.00 -0.01 0.00
H -3.919 3.075 -3.244 0.00 0.00 0.00
H -2.765 3.300 -1.927 -0.01 0.00 0.00
H -5.412 0.616 -2.165 0.01 0.00 0.00
H -4.357 -0.632 -2.850 0.00 0.01 0.00
H -4.818 0.777 -3.808 0.00 0.00 0.00
H -1.252 1.520 -3.014 0.00 -0.01 0.00
H -2.455 1.370 -4.302 0.00 0.00 0.00
H -1.925 -0.069 -3.427 -0.01 0.01 0.00
H -0.422 3.229 -1.429 0.01 0.01 0.01
H -0.572 4.917 -0.927 0.00 -0.01 0.00
H -1.036 3.627 0.185 0.01 0.00 0.00
H 2.065 3.690 -2.009 0.00 0.00 0.01
H 3.102 4.487 -0.810 -0.01 -0.01 0.00
H 1.759 5.357 -1.521 0.00 0.00 0.00
H 0.541 4.581 1.958 0.01 0.01 -0.01
H 0.942 5.883 0.836 0.00 -0.01 0.00
H 2.233 4.929 1.551 -0.01 0.01 0.00
Se -0.502 -5.209 4.004 0.00 -0.02 0.03
N 0.086 -3.504 4.191 -0.01 -0.03 -0.02
C 0.354 -3.326 5.475 0.01 0.07 -0.03
C 0.841 -2.119 6.086 0.00 -0.01 0.00
C 1.070 -2.086 7.462 0.01 0.01 0.02
C 0.844 -3.201 8.264 0.01 0.02 0.02
C 0.367 -4.407 7.710 0.00 -0.01 0.00
C 0.120 -4.472 6.307 -0.02 -0.04 0.01
N -0.333 -5.556 5.706 0.01 0.01 -0.04
H 1.029 -1.244 5.476 0.00 0.00 0.00
H 1.434 -1.172 7.914 0.00 -0.01 0.00
H 1.033 -3.149 9.330 0.00 0.00 -0.01
H 0.182 -5.281 8.325 0.00 0.00 0.00
```
Forces are in eV/Å.

Calculated values
spin multiplicity = 6
LUMO energy (alpha / beta) = -12.55 / -14.51 eV
total charge = +4
HOMO level (alpha / beta) = -19.00 / -19.49 eV

=====

A structure of composition C33H43N4O2PdSi4Te. Source: the Open Molecules 2025 dataset; level of theory: ωB97M-V/def2-TZVPD.

Geometry as XYZ:
```
88
Properties=species:S:1:pos:R:3:forces:R:3
Pd 0.581 2.078 -0.581 -0.54 0.91 -0.38
C -2.691 -0.539 -2.553 -0.08 0.05 -0.04
C -2.118 0.458 -1.742 0.05 0.09 -0.09
N -0.991 1.064 -2.035 0.05 -0.24 0.05
C -0.327 0.702 -3.180 -0.14 0.15 0.28
C -0.804 -0.311 -4.029 -0.07 -0.09 -0.05
C -2.029 -0.923 -3.682 0.03 -0.06 -0.08
C -0.052 -0.673 -5.175 -0.10 -0.01 0.08
C 1.122 -0.031 -5.430 0.17 0.15 0.05
C 1.594 1.006 -4.591 0.10 -0.12 -0.27
C 0.884 1.395 -3.484 -0.16 0.41 0.29
N 1.252 2.366 -2.565 0.14 -0.68 -0.20
C 1.983 3.458 -2.820 0.07 0.11 0.04
C 2.164 4.061 -4.086 -0.01 -0.07 0.06
C 2.873 5.224 -4.203 0.13 0.16 0.11
C 3.430 5.864 -3.066 -0.03 0.00 -0.29
C 3.291 5.328 -1.821 -0.05 -0.09 0.30
C 3.729 5.993 -0.598 -0.01 0.02 -0.24
C 3.607 5.393 0.578 0.04 0.00 0.06
C 3.112 3.990 0.670 -0.13 0.10 -0.03
N 2.433 3.475 -0.494 -0.08 -0.01 0.46
C 2.582 4.089 -1.653 0.00 -0.04 -0.22
H -3.638 -0.981 -2.274 0.12 0.06 -0.08
H -2.606 0.767 -0.825 0.08 0.01 -0.03
H -2.434 -1.697 -4.325 0.02 0.03 0.01
H -0.417 -1.457 -5.826 0.00 0.02 0.02
H 1.713 -0.316 -6.292 0.00 0.04 0.02
H 2.533 1.494 -4.814 0.00 -0.06 -0.03
H 1.706 3.614 -4.957 0.01 0.01 0.01
H 2.988 5.681 -5.177 0.01 0.01 0.03
H 3.952 6.807 -3.183 -0.02 -0.01 -0.01
H 4.126 6.999 -0.670 -0.01 -0.04 -0.02
H 3.888 5.876 1.506 0.03 -0.06 -0.04
H 3.915 3.313 0.959 0.10 -0.18 0.06
O 2.443 1.761 2.163 0.19 -0.08 0.05
C 1.767 2.752 2.163 0.13 0.19 -0.16
O 2.134 3.972 1.753 -0.18 -0.26 -0.01
C 0.316 2.757 2.516 -0.14 0.16 0.12
C -0.142 2.920 3.804 -0.16 -0.06 0.17
C -1.515 2.986 4.008 0.11 0.01 0.05
C -2.356 2.876 2.916 -0.02 0.02 -0.03
C -1.798 2.686 1.664 -0.15 0.03 -0.26
N -0.485 2.637 1.450 0.20 -0.22 -0.03
H 0.559 2.994 4.625 -0.03 0.04 -0.03
H -1.917 3.133 5.003 0.01 -0.02 -0.02
H -3.430 2.939 3.023 0.03 -0.02 -0.01
H -2.426 2.597 0.784 0.01 -0.02 0.03
C 0.220 -5.358 0.387 0.11 -0.23 0.17
Si -0.301 -3.859 -0.578 0.05 0.07 -0.03
C 0.998 -3.399 -1.824 0.22 0.06 -0.19
C -1.918 -4.212 -1.440 -0.22 -0.07 -0.14
Si -0.584 -2.122 0.989 0.07 -0.07 -0.11
Te 1.035 -0.376 0.178 0.43 -0.16 -0.11
Si 0.685 -2.622 2.912 0.11 0.29 0.10
C 0.089 -4.123 3.826 -0.04 -0.29 0.10
C 2.468 -2.836 2.420 0.24 -0.07 -0.11
C 0.585 -1.121 4.025 -0.02 0.24 0.04
Si -2.834 -1.980 1.538 -0.19 0.16 0.23
C -4.088 -1.505 0.252 -0.19 0.13 -0.32
C -3.124 -0.835 2.974 -0.01 0.23 0.21
C -3.230 -3.733 2.059 0.05 -0.25 0.01
H 0.311 -6.221 -0.279 0.00 0.03 0.04
H -0.506 -5.609 1.165 0.03 -0.03 -0.03
H 1.188 -5.201 0.869 -0.05 -0.06 -0.02
H 1.144 -4.218 -2.536 0.00 0.06 0.01
H 1.960 -3.190 -1.348 -0.05 -0.03 -0.05
H 0.701 -2.509 -2.389 0.03 -0.05 -0.02
H -1.998 -5.285 -1.641 0.00 0.08 -0.04
H -1.968 -3.685 -2.395 -0.04 0.01 0.03
H -2.790 -3.926 -0.850 0.02 -0.06 -0.04
H 0.516 -5.039 3.412 -0.04 0.03 0.03
H -0.994 -4.225 3.818 -0.06 -0.01 0.05
H 0.409 -4.041 4.869 0.00 -0.04 -0.05
H 2.617 -3.627 1.681 0.01 0.04 0.05
H 3.052 -3.091 3.310 0.00 -0.01 -0.04
H 2.877 -1.911 2.007 0.05 -0.06 0.07
H -0.346 -1.089 4.595 0.03 0.00 0.00
H 0.663 -0.192 3.446 0.03 -0.08 0.10
H 1.415 -1.135 4.738 -0.04 0.00 -0.01
H -3.940 -0.511 -0.174 -0.13 -0.17 0.19
H -5.049 -1.500 0.775 -0.03 -0.01 -0.05
H -4.159 -2.223 -0.567 -0.02 0.03 0.08
H -3.174 0.201 2.629 0.00 -0.03 0.06
H -2.346 -0.896 3.735 -0.05 -0.01 0.00
H -4.082 -1.083 3.442 0.03 0.05 -0.01
H -2.659 -4.494 1.521 -0.07 0.01 0.04
H -4.291 -3.922 1.871 0.04 -0.02 0.02
H -3.052 -3.873 3.125 -0.01 -0.02 0.01
```
Forces are in eV/Å.

Calculated values
spin multiplicity = 5
LUMO energy (alpha / beta) = -2.57 / -4.70 eV
total charge = +1
HOMO level (alpha / beta) = -9.15 / -9.83 eV

=====

no.,maximum force (Eh/bohr)
1,0.0021
2,0.0218